{
  "formula": "C17H29NO9Zr",
  "method": "ωB97M-V with the def2-TZVPD basis set",
  "charge": 2,
  "orbital_gap_ev": 5.7,
  "e_above_lowest_ev": 0.9876,
  "homo_energy_ev": -14.378,
  "symbols": ["Zr", "C", "C", "C", "C", "C", "C", "N", "O", "C", "C", "C", "H", "H", "H", "H", "H", "H", "H", "H", "H", "H", "H", "H", "H", "H", "H", "H", "H", "H", "C", "C", "O", "O", "H", "H", "H", "C", "C", "O", "C", "O", "O", "H", "H", "H", "H", "C", "C", "O", "C", "O", "O", "H", "H", "H", "H"],
  "coordinates": [[11.577086, 7.017179, 17.980883], [10.848296, 10.686343, 15.483130], [11.463538, 9.613572, 14.567856], [12.005499, 10.411716, 13.364612], [12.825495, 9.592513, 12.395732], [13.989061, 8.993408, 13.163752], [13.604694, 8.090338, 14.366925], [12.563484, 8.816172, 15.150551], [12.196803, 8.088590, 16.186321], [14.917427, 7.949183, 15.171811], [13.169058, 6.708734, 13.888197], [10.296632, 8.748228, 14.047938], [10.261315, 10.241308, 16.293382], [10.146259, 11.350011, 14.986053], [11.658580, 11.269175, 15.924642], [12.671697, 11.161109, 13.807848], [11.199467, 11.004993, 12.936444], [13.215986, 10.302596, 11.664710], [12.268003, 8.839894, 11.836516], [14.628843, 9.799325, 13.534601], [14.680972, 8.505355, 12.474354], [14.807800, 7.313142, 16.048066], [15.417060, 8.892168, 15.386020], [15.570078, 7.489208, 14.427762], [14.022724, 6.308444, 13.338799], [12.336004, 6.766335, 13.185256], [12.911070, 5.927309, 14.604682], [10.077010, 8.013366, 14.826527], [10.548758, 8.258264, 13.107341], [9.407677, 9.335733, 13.827555], [14.732589, 4.354790, 17.914723], [13.525879, 5.219373, 18.036707], [13.423471, 6.177864, 18.861556], [12.590832, 5.215682, 17.184091], [15.301609, 4.178839, 18.822580], [15.385351, 4.751128, 17.134121], [14.430346, 3.379610, 17.527796], [15.641556, 3.733424, 22.381379], [14.710231, 4.843223, 21.819064], [13.619886, 4.107610, 21.265566], [13.873803, 2.753604, 21.308895], [13.096395, 1.932497, 20.955828], [15.107718, 2.551900, 21.764706], [15.579555, 3.731182, 23.467840], [16.677141, 3.829248, 22.069202], [15.205688, 5.451837, 21.061823], [14.117461, 5.355140, 22.580979], [7.919700, 3.833717, 14.883527], [9.215757, 3.694804, 14.125768], [9.935614, 4.864011, 14.629966], [9.474944, 5.181077, 15.802649], [10.073297, 5.967967, 16.524575], [8.283882, 4.620160, 16.038638], [7.555489, 2.846283, 15.169189], [7.093066, 4.317021, 14.367547], [8.983434, 3.887925, 13.079881], [9.916300, 2.877092, 14.260887]],
  "atomic_forces_ev_per_a": [[2.797, -0.847, -6.148], [0.804, -0.759, 1.345], [-1.609, 1.223, -1.896], [0.646, 0.141, 0.873], [0.146, 0.449, -0.098], [0.238, 0.225, -0.174], [1.161, 0.750, -0.421], [-0.675, -0.916, 0.733], [-1.233, -1.214, 4.133], [-0.335, -0.103, -0.703], [-0.249, -0.309, -0.695], [0.473, -0.662, 0.227], [0.097, -0.084, 0.126], [0.248, -0.122, -0.453], [-0.166, 0.195, 0.067], [0.133, 0.068, -0.201], [-0.174, -0.373, -0.192], [0.082, -0.234, -0.178], [-0.132, -0.001, 0.108], [-0.326, 0.212, 0.234], [-0.263, -0.629, 0.163], [0.161, 0.016, 0.055], [-0.413, 0.128, 0.382], [0.208, -0.380, 0.411], [-0.079, 0.018, -0.125], [0.027, 0.075, -0.011], [0.015, 0.478, 0.532], [-0.317, -0.161, -0.259], [0.090, -0.268, 0.190], [0.089, 0.231, 0.291], [-0.451, -0.846, -0.190], [0.944, 0.309, -0.816], [-1.005, 1.635, 1.316], [-1.148, -0.042, -0.290], [-0.172, 0.421, 0.152], [-0.037, 0.354, 0.091], [-0.157, 0.020, 0.058], [-0.437, 0.748, -0.448], [-0.601, -0.643, 0.705], [-0.149, -0.987, -1.045], [-0.263, 0.758, -0.140], [0.074, -0.012, -0.164], [0.419, -0.311, 0.681], [-0.015, -0.564, -0.017], [-0.018, 0.032, 0.025], [-0.283, 0.228, 0.149], [1.293, 0.865, 0.177], [-0.414, -1.473, 0.395], [-0.140, 1.540, -0.972], [0.829, 0.013, -0.205], [-1.320, -0.656, -0.948], [0.144, 0.976, 1.973], [1.178, 0.624, 0.772], [-0.025, 0.205, 0.515], [0.345, 0.348, -0.169], [0.555, -0.259, -0.115], [-0.589, -0.436, 0.194]]
}

{
  "formula": "C10H12N5",
  "method": "ωB97M-V with the def2-TZVPD basis set",
  "charge": 1,
  "orbital_gap_ev": [6.6, 6.6],
  "smiles": "CC1=Nc2ccccc2/C(=C/N=[NH2+])N1N",
  "e_above_lowest_ev": 3.7650,
  "homo_energy_ev": [-11.771, -11.770],
  "symbols": ["C", "C", "N", "C", "C", "C", "C", "C", "C", "C", "C", "N", "N", "N", "N", "H", "H", "H", "H", "H", "H", "H", "H", "H", "H", "H", "H"],
  "coordinates": [[-0.085050, 3.311334, -0.021154], [0.223971, 1.913298, 0.086130], [1.516636, 1.601306, -0.108336], [1.925904, 0.337384, 0.046324], [3.318742, 0.217717, -0.152439], [3.899561, -0.990781, -0.130631], [3.042106, -2.141339, 0.000283], [1.719677, -2.041115, 0.217537], [1.072720, -0.768350, 0.237834], [-0.272984, -0.642614, 0.239325], [-1.280894, -1.528781, 0.065776], [-2.566091, -1.258012, -0.110034], [-3.379824, -2.271835, -0.174354], [-0.783871, 1.048870, 0.200337], [-2.117662, 1.249096, 0.109106], [-1.138409, 3.564891, -0.292405], [0.597501, 3.834768, -0.821031], [0.348097, 3.803183, 0.885915], [3.851086, 1.190664, -0.101772], [4.885386, -1.181141, -0.388871], [3.385105, -3.132484, -0.386675], [1.044088, -2.776340, 0.358686], [-0.868958, -2.481049, 0.303065], [-3.110013, -3.195972, -0.368138], [-4.405028, -2.176656, -0.161089], [-2.467332, 2.092094, 0.609412], [-2.615101, 0.449051, 0.278440]],
  "atomic_forces_ev_per_a": [[0.891, 3.610, -1.137], [-0.208, -0.888, -1.334], [-1.197, -0.711, 1.220], [-0.453, 2.302, -0.553], [1.158, 0.807, 1.211], [-2.082, -0.760, -0.448], [0.224, -1.444, -1.402], [0.843, 2.407, -0.035], [1.221, -0.199, 0.233], [-0.968, 7.682, -0.498], [-2.613, -0.981, 0.241], [1.290, -1.226, 0.575], [-1.909, 0.413, 0.052], [3.274, -5.689, 0.220], [0.710, 4.577, -0.008], [0.901, -0.120, 0.684], [-1.309, -1.379, 1.198], [-1.045, -0.122, -0.356], [-0.232, -0.941, -0.596], [1.872, 0.016, -0.041], [0.154, 0.802, 1.165], [-1.261, -3.158, 0.092], [-0.565, -1.455, -0.332], [1.044, -1.272, -0.035], [1.067, 0.822, -0.166], [0.628, -0.901, -0.424], [-1.433, -2.194, 0.476]]
}

{
  "formula": "C4H10BrN3",
  "method": "ωB97M-V with the def2-TZVPD basis set",
  "charge": 2,
  "orbital_gap_ev": 9.8,
  "smiles": "C=NC(=[NH2+])[C@H](Br)[NH2+]C",
  "e_above_lowest_ev": 0.0000,
  "homo_energy_ev": -18.865,
  "symbols": ["C", "N", "C", "N", "C", "Br", "N", "C", "H", "H", "H", "H", "H", "H", "H", "H", "H", "H"],
  "coordinates": [[0.523426, -2.559196, 1.377268], [0.215384, -1.611139, 0.639581], [-0.001746, -0.927995, -0.479810], [-0.727290, -1.436125, -1.489531], [0.743757, 0.478945, -0.427448], [2.648565, 0.210655, 0.381321], [0.018551, 1.365465, 0.493625], [-0.756217, 2.432974, -0.205834], [1.210145, -3.434517, 1.224050], [0.253126, -2.544314, 2.414834], [-1.107851, -0.810919, -2.298658], [-1.097768, -2.448239, -1.490656], [0.907882, 1.009563, -1.431374], [-0.705006, 0.811852, 1.088596], [0.745431, 1.685127, 1.069734], [-0.126858, 3.077051, -0.812252], [-1.547523, 1.773111, -0.768804], [-1.196004, 2.927699, 0.715358]],
  "atomic_forces_ev_per_a": [[1.497, -1.444, 1.042], [-1.292, 1.331, -2.136], [1.318, -1.534, 0.516], [-0.986, 0.859, -0.969], [1.366, -1.524, -1.464], [-1.996, 0.262, -1.037], [-1.785, -1.870, -0.196], [-2.371, -1.193, 1.234], [-0.439, 0.910, -0.980], [-0.802, 0.234, 0.547], [1.085, -1.527, 2.014], [0.856, 2.154, 0.228], [-0.363, -1.060, 1.448], [1.789, 1.035, -0.867], [0.984, 1.231, 1.698], [-0.075, -0.084, -0.019], [1.242, 2.065, 0.714], [-0.027, 0.156, -1.772]]
}

- Number 1 is which compound?
  C17H29NO9Zr